DFT (the ωB97M-V functional and the def2-TZVPD basis) results for a cluster of 2 separate species, C35H40BCl2F4N4O4SSi in total.

Structure (XYZ):
```
92
Properties=species:S:1:pos:R:3:mulliken_charge:R:1
C 1.781 4.112 2.492 -0.588
C 0.483 3.564 1.655 -0.476
C -0.171 2.170 2.215 0.401
Cl 0.353 1.759 3.985 -0.120
C 0.028 0.874 1.192 -0.009
C -1.234 0.170 0.355 -0.122
C -1.014 -1.161 -0.635 0.243
C 0.461 -1.838 -0.886 -0.438
C 0.623 -3.131 -1.888 -0.412
N 1.173 -2.571 -3.212 -0.592
C 1.740 -1.150 -0.057 0.346
C 3.210 -1.852 -0.315 -0.658
C 4.027 -0.941 -1.414 0.368
O 4.847 -1.718 -2.366 -0.525
Si 6.322 -0.727 -2.596 0.546
C 7.451 -0.815 -1.003 -0.765
C 7.279 -1.394 -4.176 -0.952
C 5.753 1.060 -3.045 -0.738
C 1.515 0.147 0.954 0.351
C 2.893 0.671 1.740 0.278
C 3.894 1.750 1.046 -0.161
C 5.285 2.368 1.710 -0.409
C 5.576 1.689 3.212 -0.295
C 4.476 0.596 3.709 -0.072
N 3.215 0.108 3.082 -0.408
C -2.379 -1.790 -1.369 0.049
O -2.427 -2.211 -2.635 -0.561
C -3.732 -1.804 -0.385 0.311
C -4.769 -3.088 -0.338 0.199
C -4.568 -4.448 -1.232 -0.678
C -5.089 -4.346 -2.783 -0.320
C -4.215 -5.478 -3.638 -0.473
Cl -4.138 -7.137 -2.739 -0.226
C -6.049 -2.951 0.726 -0.643
C -6.275 -1.613 1.689 -0.292
C -5.246 -0.332 1.645 0.032
C -5.363 1.042 2.533 -0.324
C -6.228 2.205 1.698 -0.558
S -7.623 1.460 0.691 -0.018
C -8.356 2.683 -0.524 0.321
N -8.675 4.157 -0.416 -0.230
N -9.269 4.734 -1.548 -0.300
C -9.399 3.624 -2.610 0.013
O -8.820 2.422 -1.925 -0.278
C -3.958 -0.460 0.586 0.069
C -2.801 0.743 0.468 -0.265
O -3.134 2.035 0.428 -0.530
H 2.494 3.283 2.909 -0.060
H 1.508 4.854 3.372 0.337
H 2.430 4.751 1.720 0.228
H 0.680 3.470 0.484 0.309
H -0.356 4.408 1.756 0.281
H -1.346 2.364 2.300 0.061
H 1.401 -3.941 -1.484 0.218
H -0.369 -3.722 -2.093 0.114
H 1.326 -1.528 -3.134 0.241
H 0.454 -2.708 -3.965 0.302
H 3.163 -2.975 -0.640 0.301
H 3.781 -1.826 0.724 0.396
H 4.715 -0.205 -0.784 -0.246
H 3.251 -0.235 -1.973 0.096
H 8.289 0.014 -1.025 0.296
H 6.838 -0.619 0.000 0.207
H 7.909 -1.910 -0.890 0.243
H 8.328 -0.886 -4.299 0.284
H 6.620 -1.201 -5.137 0.239
H 7.343 -2.575 -4.032 0.238
H 4.699 1.017 -3.603 0.240
H 5.551 1.640 -2.023 0.146
H 6.539 1.687 -3.664 0.334
H 3.593 2.142 -0.035 0.303
H 5.989 3.148 1.195 0.308
H 6.533 2.000 3.853 0.229
H 4.729 0.100 4.767 0.276
H -5.028 -5.392 -0.666 0.439
H -3.393 -4.659 -1.254 0.252
H -4.999 -3.269 -3.235 0.292
H -6.210 -4.755 -2.789 0.322
H -3.088 -5.158 -3.797 0.246
H -4.726 -5.724 -4.687 0.343
H -6.853 -3.811 0.855 0.232
H -7.197 -1.619 2.439 0.280
H -4.285 1.520 2.714 0.089
H -5.808 0.877 3.621 0.384
H -5.563 2.828 0.962 0.325
H -6.702 2.981 2.471 0.410
H -9.865 3.689 -3.693 0.317
B 4.035 3.751 5.737 0.637
F 5.088 4.038 4.777 -0.417
F 4.010 2.325 6.018 -0.410
F 4.290 4.483 6.968 -0.381
F 2.753 4.160 5.187 -0.374
```

Summary:
energy	-106372.8421	eV
energy relative to the best compared isomer or geometry (same formula, charge and spin)	19.050	eV
HOMO energy	-6.4	eV
total charge	-1


DFT (the ωB97M-V functional and the def2-TZVPD basis) results for a structure of composition C35H40BrIrN7O.

Structure (XYZ):
```
85
Properties=species:S:1:pos:R:3:mulliken_charge:R:1
Ir 0.215 0.163 -0.464 0.652
N -4.654 0.185 8.487 -0.510
C -3.997 0.177 7.548 -0.096
C -3.214 0.166 6.371 0.515
C -1.913 -0.341 6.373 -0.901
C -1.179 -0.354 5.205 -0.339
C -1.718 0.149 4.021 0.026
C -3.006 0.689 4.039 -0.264
C -3.754 0.691 5.195 -0.938
C -0.972 0.124 2.757 1.061
C -0.679 1.368 2.151 -0.309
C -0.899 2.644 2.713 -0.521
C -0.310 3.580 1.858 -1.481
C 0.245 2.874 0.809 -0.873
N 0.012 1.537 0.964 0.642
C -0.593 -1.130 2.216 -0.260
C -0.661 -2.402 2.833 -0.282
C -0.170 -3.324 1.917 -1.613
C 0.149 -2.615 0.768 -0.723
N -0.088 -1.295 0.950 1.039
H -1.485 -0.712 7.292 0.465
H -0.166 -0.733 5.210 0.563
H -3.420 1.085 3.124 0.506
H -4.755 1.095 5.204 0.460
H -1.411 2.846 3.632 0.682
H -0.285 4.643 1.988 0.495
H 0.795 3.257 -0.031 0.571
H -1.014 -2.597 3.824 0.758
H -0.046 -4.379 2.056 0.504
H 0.545 -2.984 -0.160 0.553
Br 2.105 -0.520 -2.366 -0.065
C 1.539 0.929 -3.494 0.972
C 2.245 1.129 -4.648 -0.837
C 1.869 2.157 -5.520 -0.758
C 0.790 2.939 -5.215 -0.943
C 0.043 2.732 -4.036 1.055
C -1.083 3.528 -3.757 -0.945
C -1.811 3.321 -2.621 -1.038
C -1.419 2.332 -1.707 0.452
C -0.301 1.556 -1.905 -0.238
C 0.425 1.706 -3.115 -0.249
H 3.088 0.498 -4.885 0.504
H 2.432 2.317 -6.425 0.435
H 0.492 3.738 -5.876 0.424
H -1.367 4.286 -4.469 0.412
H -2.692 3.907 -2.410 0.468
H -2.018 2.221 -0.813 0.548
C -3.154 -0.743 -0.618 -1.579
N -2.889 -1.990 -1.302 0.305
C -3.420 -3.178 -0.659 -1.146
C -1.795 -2.032 -2.120 0.249
O -0.873 -1.195 -2.057 -0.269
N -1.763 -2.995 -3.066 0.142
C -0.589 -3.162 -3.896 -0.964
C -2.936 -3.682 -3.559 -1.187
H -4.076 -0.848 -0.053 0.481
H -3.266 0.049 -1.358 0.350
H -2.344 -0.465 0.070 0.605
H -3.202 -3.146 0.412 0.380
H -2.959 -4.073 -1.065 0.395
H -4.500 -3.232 -0.803 0.291
H 0.247 -2.627 -3.456 0.131
H -0.773 -2.773 -4.902 0.364
H -0.352 -4.224 -3.966 0.400
H -3.846 -3.215 -3.192 0.390
H -2.928 -4.737 -3.276 0.319
H -2.939 -3.627 -4.650 0.393
C 4.428 1.759 -0.449 -1.303
C 4.780 0.463 0.282 1.070
C 5.831 -0.322 -0.500 -1.766
C 5.292 0.767 1.698 -1.657
N 3.592 -0.383 0.313 -0.272
N 2.435 0.052 0.958 -0.153
H 5.292 2.415 -0.476 0.506
H 3.618 2.295 0.041 0.336
H 4.128 1.540 -1.469 0.245
H 6.689 0.308 -0.710 0.437
H 5.414 -0.671 -1.441 0.344
H 6.175 -1.180 0.073 0.437
H 6.229 1.313 1.640 0.470
H 5.476 -0.155 2.244 0.393
H 4.585 1.373 2.261 0.328
H 3.770 -1.370 0.435 0.364
H 2.531 1.023 1.249 0.323
H 2.183 -0.510 1.770 0.268
```

Summary:
expectation value of S²	6.067
energy	-122294.1895	eV
energy relative to the best compared isomer or geometry (same formula, charge and spin)	0.296	eV
HOMO energy (spin up / spin down)	-8.4 / -10.3	eV
spin multiplicity	5
total charge	+1


DFT (the ωB97M-V functional and the def2-TZVPD basis) results for a structure of composition C35H40CuFN4O4S.

Structure (XYZ):
```
86
Properties=species:S:1:pos:R:3:mulliken_charge:R:1
Cu -0.026 -0.178 0.367 0.344
C 3.781 -3.986 -4.854 -0.973
C 3.810 -4.301 -3.358 -1.027
N 3.334 -3.184 -2.570 0.076
C 1.983 -3.093 -2.343 -0.095
C 1.365 -2.069 -1.711 -0.208
C -0.175 -2.158 -1.681 0.074
O -0.678 -2.874 -2.538 -0.785
O -0.803 -1.517 -0.796 -0.543
C 2.149 -0.989 -1.174 1.032
O 1.725 -0.016 -0.504 -0.362
C 3.559 -1.038 -1.524 0.768
C 4.350 0.086 -1.246 -0.272
C 5.648 0.162 -1.687 0.040
F 6.334 1.325 -1.463 -0.364
C 6.258 -0.902 -2.336 -1.241
C 5.482 -2.049 -2.579 -0.550
C 4.130 -2.114 -2.240 -0.056
N 7.626 -0.933 -2.730 0.222
C 7.957 -1.358 -4.075 -0.509
C 9.227 -2.231 -3.952 -0.721
N 9.857 -1.853 -2.660 -0.110
C 9.958 -0.376 -2.554 -0.668
C 8.519 0.131 -2.314 -0.795
H 4.125 -4.842 -5.429 0.401
H 4.409 -3.127 -5.078 0.262
H 2.764 -3.750 -5.156 0.330
H 4.818 -4.577 -3.038 0.405
H 3.160 -5.154 -3.154 0.509
H 1.377 -3.901 -2.726 0.585
H 3.908 0.912 -0.712 0.689
H 5.963 -2.894 -3.043 0.595
H 8.144 -0.498 -4.733 0.292
H 7.138 -1.930 -4.506 0.342
H 9.926 -2.055 -4.769 0.360
H 8.980 -3.293 -3.917 0.423
H 10.748 -2.329 -2.505 0.317
H 9.157 -2.116 -1.942 0.373
H 10.384 0.013 -3.480 0.309
H 10.613 -0.099 -1.729 0.363
H 8.358 1.066 -2.866 0.484
H 8.353 0.333 -1.255 0.503
C -1.894 2.715 1.950 -1.143
C -2.862 1.546 2.103 0.538
C -3.143 0.822 0.788 -0.959
C -2.337 0.562 3.125 0.764
C -3.186 0.198 4.153 -0.818
C -2.791 -0.671 5.153 -1.170
C -1.522 -1.216 5.092 -0.834
C -0.649 -0.910 4.063 0.829
C 0.701 -1.595 4.019 0.548
C 0.780 -2.499 2.784 -0.898
C 1.846 -0.578 4.034 -1.419
C -1.029 0.016 3.053 0.165
O -0.155 0.417 2.150 -1.261
H -2.243 3.435 1.211 0.387
H -0.927 2.327 1.653 -0.205
H -1.778 3.216 2.908 0.444
H -3.821 1.938 2.467 0.579
H -2.226 0.381 0.400 0.004
H -3.560 1.498 0.040 0.345
H -3.853 0.013 0.958 0.414
H -4.186 0.615 4.175 0.365
H -3.466 -0.922 5.958 0.351
H -1.210 -1.903 5.869 0.356
H 0.792 -2.231 4.911 0.495
H 0.592 -1.909 1.882 -0.140
H 0.024 -3.283 2.841 0.332
H 1.763 -2.963 2.696 0.457
H 1.716 0.106 3.199 0.023
H 2.810 -1.081 3.947 0.444
H 1.830 -0.008 4.963 0.338
S -2.062 3.205 -2.349 -0.304
C -1.372 1.631 -2.008 -0.442
N -0.378 1.621 -1.213 0.350
C -0.044 2.870 -0.779 -0.738
C 0.997 3.181 0.091 -0.007
C 1.175 4.498 0.460 -0.878
C 0.342 5.504 -0.032 -0.450
C -0.682 5.218 -0.913 -0.463
C -0.867 3.897 -1.290 0.680
H -1.783 0.746 -2.452 0.473
H 1.607 2.376 0.467 0.438
H 1.975 4.760 1.138 0.398
H 0.490 6.526 0.290 0.385
H -1.331 5.991 -1.294 0.409
```

Summary:
energy	-109285.3883	eV
energy relative to the best compared isomer or geometry (same formula, charge and spin)	1.288	eV
HOMO energy	-5.0	eV